[1]
CH5N3OS | the ωB97M-V functional and the def2-TZVPD basis

```
11
Properties=species:S:1:pos:R:3:lowdin_charge:R:1
C -0.02 -0.36 0.36 -0.35
N -0.99 0.00 -0.53 -0.14
N 1.03 0.70 0.47 -0.33
N -2.25 0.10 0.02 0.06
O 3.00 -0.87 0.06 -0.58
S 2.55 0.50 -0.26 0.85
H -0.50 -0.71 1.36 0.15
H 0.60 -1.22 0.20 0.08
H -0.86 -0.15 -1.48 0.11
H 0.47 1.60 0.34 0.12
H -3.03 0.43 -0.53 0.03
```

Summary:
**HOMO energy (spin up / spin down)**: -8.401 / -8.008 eV
**HOMO-LUMO gap (spin up / spin down)**: 7.9 / 8.4 eV
**DFT total energy**: -18467.03141 eV
**Total charge**: 0

[2]
CH5N3S | the ωB97M-V functional and the def2-TZVPD basis

```
10
Properties=species:S:1:pos:R:3:lowdin_charge:R:1
C 1.05 -0.88 -0.65 -0.79
N -1.18 0.35 1.30 -0.01
N 0.32 0.22 -0.53 -0.18
N -0.03 0.83 0.66 -0.16
S 1.42 -1.44 -2.14 0.55
H 1.35 -1.38 0.25 0.07
H -1.01 -0.59 1.63 0.07
H -2.03 0.36 0.71 0.08
H 0.21 0.68 -1.78 0.24
H -0.10 1.84 0.55 0.12
```

Summary:
**HOMO energy**: -8.523 eV
**HOMO-LUMO gap**: 9.3 eV
**DFT total energy**: -16420.39924 eV
**Total charge**: 0

[3]
CH5N3S2 | the ωB97M-V functional and the def2-TZVPD basis

```
11
Properties=species:S:1:pos:R:3:lowdin_charge:R:1
N 0.55 2.16 0.14 0.02
N -0.51 1.33 -0.24 -0.12
C -0.63 -0.02 0.02 -0.96
S -2.18 -0.65 -0.04 0.57
N 0.42 -0.76 0.42 -0.44
S 2.04 -0.68 -0.08 0.74
H 1.25 1.89 -0.51 0.03
H 0.83 1.93 1.11 0.10
H -1.34 1.75 -0.54 0.08
H 0.07 -1.67 0.67 0.05
H 1.91 -1.61 -1.18 -0.07
```

Summary:
**HOMO energy**: -8.412 eV
**HOMO-LUMO gap**: 8.7 eV
**DFT total energy**: -27257.47013 eV
**Total charge**: 0
**SMILES string**: NNC(=S)NS

[4]
CH5N3S2 | the ωB97M-V functional and the def2-TZVPD basis

```
11
Properties=species:S:1:pos:R:3:lowdin_charge:R:1
N -1.75 -0.84 -0.31 0.00
N -1.26 0.42 0.00 -0.13
C 0.09 0.78 -0.05 -0.97
S 0.55 2.36 -0.19 0.60
N 0.91 -0.31 -0.03 -0.45
S 2.61 -0.26 -0.25 0.73
H -1.23 -1.33 -1.06 0.10
H -1.72 -1.37 0.56 0.07
H -1.90 1.18 -0.18 0.11
H 0.69 -1.02 0.65 0.07
H 3.01 0.39 0.86 -0.14
```

Summary:
**HOMO energy**: -8.561 eV
**HOMO-LUMO gap**: 9.0 eV
**DFT total energy**: -27257.63232 eV
**Total charge**: 0
**SMILES string**: NNC(=S)NS

[5]
CH5N5 | the ωB97M-V functional and the def2-TZVPD basis

```
11
Properties=species:S:1:pos:R:3:lowdin_charge:R:1
C -1.97 -0.47 -0.10 -0.06
N -0.08 0.86 0.03 -0.02
N 2.19 0.51 0.05 0.08
N -1.39 0.64 0.04 -0.03
N 1.04 0.00 0.02 -0.41
N 0.78 -1.23 -0.02 0.09
H -1.49 -1.43 -0.22 0.04
H -3.05 -0.43 -0.07 0.06
H 0.16 1.82 0.24 0.14
H 2.19 1.52 0.06 0.04
H 1.63 -1.78 -0.03 0.07
```

Summary:
**HOMO energy**: -9.175 eV
**HOMO-LUMO gap**: 10.2 eV
**DFT total energy**: -8563.76633 eV
**Total charge**: 0

[6]
CH5N5 | the ωB97M-V functional and the def2-TZVPD basis

```
11
Properties=species:S:1:pos:R:3:lowdin_charge:R:1
H -2.98 -0.42 1.02 0.06
N -2.08 0.10 0.85 0.03
N -1.78 -0.14 -0.35 -0.14
N -0.63 0.21 -0.80 -0.05
C 0.16 1.11 -0.08 -0.22
N 1.33 0.79 0.27 -0.04
N 1.74 -0.49 0.12 -0.02
H -0.47 0.09 -1.71 0.10
H -0.20 2.08 0.09 0.10
H 2.62 -0.53 -0.44 0.11
H 1.03 -1.16 -0.23 0.09
```

Summary:
**HOMO energy**: -8.971 eV
**HOMO-LUMO gap**: 10.0 eV
**DFT total energy**: -8565.07445 eV
**Total charge**: 0
**SMILES string**: [H]/N=N/N/C=N\N